{
  "formula": "C4H14NO2S",
  "method": "ωB97M-V/def2-TZVPD",
  "charge": -1,
  "relative_energy_kj_mol": 85.35,
  "symbols": ["C", "C", "S", "C", "N", "C", "H", "H", "H", "H", "H", "H", "H", "H", "H", "H", "H", "H", "O", "H", "H", "O"],
  "xyz": [[0.5965, 1.0072, 1.0674], [0.9120, -0.4422, 1.5092], [1.3346, -1.5582, 0.0919], [-0.4512, 1.7108, 1.9519], [-1.7876, 2.0686, 1.4443], [-2.0854, 1.6003, 0.0700], [1.5623, 1.5232, 1.1434], [0.3764, 0.9627, 0.0098], [-0.0226, -0.8915, 1.8542], [1.6862, -0.4809, 2.2682], [-0.5440, 1.0674, 2.8392], [0.0421, 2.5957, 2.3648], [-2.4628, 1.5675, 2.0073], [-1.2756, 1.8717, -0.5970], [-2.9756, 2.1326, -0.2601], [-2.1813, 0.5151, 0.0281], [-0.5691, -1.4363, -1.7859], [-0.4867, -2.6961, -1.0648], [-0.8596, -2.3477, -1.8921], [0.7776, -0.8845, -3.1903], [1.6279, 0.1370, -2.5373], [1.1335, -0.0069, -3.3578]],
  "forces_ev_per_angstrom": [[0.79, -0.52, 0.36], [-1.01, -0.56, -1.30], [0.52, 0.43, 0.25], [0.93, -0.06, 0.83], [-0.12, -0.59, -0.63], [0.43, 0.49, 0.55], [-0.27, 0.31, -0.13], [-0.27, 0.11, -0.13], [0.13, 0.16, 0.60], [-0.03, 0.03, 0.25], [-0.28, 0.02, -0.13], [-0.27, 0.35, -0.19], [0.05, 0.24, 0.24], [0.00, 0.14, -0.13], [-0.19, -0.30, -0.12], [-0.24, -0.10, -0.26], [0.03, 0.21, 0.13], [0.18, 0.04, -0.03], [-0.40, -0.24, -0.25], [-0.10, -0.26, -0.11], [-0.05, 0.00, 0.04], [0.16, 0.10, 0.18]],
  "lowdin_charge": [-0.296, -0.708, 0.256, -0.255, -0.127, -0.135, 0.094, 0.042, 0.024, 0.030, 0.098, 0.086, 0.078, 0.063, 0.065, 0.079, -0.057, -0.066, -0.168, -0.003, 0.000, -0.099]
}

=====

{
  "formula": "C4H3N2",
  "method": "ωB97M-V/def2-TZVPD",
  "charge": 1,
  "smiles": "C=[N+]=C=CC#N",
  "relative_energy_kj_mol": 342.84,
  "symbols": ["C", "N", "C", "C", "C", "N", "H", "H", "H"],
  "xyz": [[2.0542, -0.6000, -0.6070], [0.8783, -0.3540, -0.3069], [-0.2005, -0.2187, 0.1641], [-1.2924, 0.1009, 0.7837], [-2.1135, 1.0714, 0.2374], [-3.1805, 1.9986, -0.2057], [2.6900, -1.2833, -0.0376], [2.5992, -0.1348, -1.5535], [-1.4348, -0.5802, 1.5254]],
  "forces_ev_per_angstrom": [[3.92, 0.37, -2.90], [-0.47, -0.11, 0.28], [1.39, 0.24, -1.00], [-0.81, 1.66, -1.91], [-9.61, 7.77, -3.22], [9.16, -7.86, 3.74], [-0.54, 0.01, 0.14], [-1.60, -0.71, 2.05], [-1.44, -1.38, 2.82]],
  "lowdin_charge": [0.165, 0.138, 0.051, -0.027, 0.015, 0.226, 0.130, 0.179, 0.123]
}

=====

{
  "formula": "C5H3BrNO3",
  "method": "ωB97M-V/def2-TZVPD",
  "charge": -1,
  "smiles": "CN1C(=O)C(=O)C(Br)=C1[O-]",
  "relative_energy_kj_mol": 0.00,
  "symbols": ["C", "N", "C", "O", "C", "O", "C", "Br", "C", "O", "H", "H", "H"],
  "xyz": [[0.1115, -0.0387, -0.1024], [-0.8971, 0.3311, 0.8525], [-1.5023, 1.5436, 0.9404], [-1.2688, 2.4932, 0.2209], [-2.5134, 1.4467, 2.1075], [-3.2368, 2.3725, 2.4693], [-2.3614, 0.1353, 2.5604], [-3.3242, -0.6512, 3.9946], [-1.4009, -0.5896, 1.8364], [-0.9832, -1.7345, 1.9010], [1.0436, 0.5005, 0.0880], [0.2780, -1.1101, 0.0106], [-0.2260, 0.1872, -1.1158]],
  "forces_ev_per_angstrom": [[-0.04, 0.10, 0.03], [0.31, -0.45, -0.17], [0.22, 0.34, -0.41], [-0.06, -0.02, 0.09], [-0.45, 0.18, 0.42], [0.23, -0.09, -0.21], [-0.67, -0.33, 0.90], [0.14, 0.19, -0.24], [0.27, 0.00, -0.32], [-0.03, 0.03, 0.02], [0.01, -0.03, -0.08], [0.02, 0.08, -0.03], [0.06, 0.00, 0.00]],
  "lowdin_charge": [-0.036, -0.039, -0.372, 0.077, -0.438, 0.000, -0.605, 0.661, -0.514, 0.018, 0.085, 0.078, 0.084]
}